#i
A molecular structure, C6H18InO8P2, computed with ωB97M-V/def2-TZVPD.

Output
orbital gap: 2.6 eV

Geometry as ORCA input:
```
! wB97M-V def2-TZVPD RIJCOSX def2/J DEFGRID3
* xyz 3 1
In -2.277 -2.840 -1.830
C 2.078 1.768 -1.520
O 1.074 0.775 -1.608
P 0.060 0.640 -2.831
O -0.900 -0.453 -2.708
O 0.993 0.674 -4.069
C 1.483 -0.520 -4.715
O -0.607 2.049 -2.946
C -1.392 2.674 -1.915
H 2.119 2.218 -0.520
H 1.983 2.544 -2.277
H 3.058 1.270 -1.643
H 1.237 -0.417 -5.780
H 1.023 -1.431 -4.340
H 2.570 -0.540 -4.617
H -2.187 1.997 -1.599
H -1.785 3.593 -2.335
H -0.740 2.947 -1.073
C 0.422 0.799 3.163
O -0.035 0.275 1.916
P -0.536 -1.228 1.727
O -1.011 -1.385 0.353
O -1.524 -1.480 2.900
C -2.935 -1.207 2.871
O 0.680 -2.133 2.055
C 1.246 -2.462 3.347
H 1.505 0.965 3.041
H 0.118 0.196 4.013
H 0.014 1.811 3.313
H -3.200 -0.253 3.337
H -3.430 -1.963 3.483
H -3.342 -1.244 1.864
H 1.556 -3.507 3.315
H 0.539 -2.293 4.154
H 2.143 -1.840 3.473
*
```

From a natural (NBO) analysis of the wavefunction, the atomic charges in e read: 1.0768, -0.2788, -0.6199, 2.5928, -1.0208, -0.6892, -0.2632, -0.6559, -0.2627, 0.2622, 0.2359, 0.2828, 0.2775, 0.2073, 0.2515, 0.2280, 0.2630, 0.2273, -0.2787, -0.6347, 2.6076, -1.0320, -0.7757, -0.2678, -0.6855, -0.2592, 0.2698, 0.2276, 0.2763, 0.2362, 0.2526, 0.1984, 0.2725, 0.2252, 0.2525

---

#ii
A molecular structure, C6H18InO8P2, computed with ωB97M-V/def2-TZVPD.

Output
orbital gap: 1.7 eV

Geometry as ORCA input:
```
! wB97M-V def2-TZVPD RIJCOSX def2/J DEFGRID3
* xyz 3 1
In -0.885 -4.505 -1.845
C 2.766 -1.783 4.906
O 2.073 -2.337 3.807
P 0.488 -2.077 3.641
O -0.149 -2.375 2.317
O 0.317 -0.529 4.136
C 0.776 0.486 3.319
O -0.196 -2.798 4.896
C -1.594 -3.058 4.899
H 3.301 -2.580 5.423
H 2.142 -1.329 5.676
H 3.499 -1.028 4.625
H 0.621 1.429 3.843
H 0.312 0.542 2.334
H 1.862 0.541 3.236
H -2.027 -2.921 3.908
H -2.134 -2.381 5.560
H -1.644 -4.086 5.257
C -0.022 0.477 -5.947
O -0.162 1.573 -5.062
P -0.375 1.476 -3.461
O -0.380 0.057 -2.957
O -1.727 2.337 -3.171
C -3.047 1.886 -3.309
O 0.817 2.392 -2.838
C 1.318 3.496 -3.556
H -0.973 0.373 -6.469
H 0.146 -0.443 -5.388
H 0.745 0.566 -6.717
H -3.003 0.798 -3.354
H -3.550 2.343 -4.161
H -3.576 2.180 -2.403
H 1.851 3.246 -4.473
H 1.940 3.943 -2.780
H 0.469 4.090 -3.895
*
```

From a natural (NBO) analysis of the wavefunction, the atomic charges in e read: 0.9988, -0.2844, -0.6907, 2.5219, -0.8774, -0.6121, -0.2991, -0.6822, -0.2627, 0.2590, 0.2137, 0.2339, 0.2491, 0.2391, 0.2516, 0.2128, 0.2526, 0.2472, -0.2637, -0.6804, 2.5261, -0.9531, -0.6363, -0.2556, -0.6405, -0.2585, 0.2505, 0.2167, 0.2580, 0.2017, 0.2707, 0.2559, 0.2571, 0.2516, 0.2286

---

Which structure is the most stable? The one labeled #i.

---

#i
2 unconnected molecules or ions with the total composition C4H9O3, computed with ωB97M-V/def2-TZVPD.

Output
expectation value of S²: 0.755
orbital gap (alpha / beta): 10.9 / 7.4 eV

Geometry as ORCA input:
```
! wB97M-V def2-TZVPD RIJCOSX def2/J DEFGRID3
* xyz 0 2
H 0.500 1.387 -0.166
C -0.588 0.845 -0.042
C -1.400 1.181 -1.326
O -0.333 -0.536 -0.091
C 0.174 -1.034 1.057
O 0.262 -0.462 2.120
C 0.623 -2.420 0.772
H -1.101 1.187 0.884
H -1.779 2.223 -1.411
H -0.751 1.059 -2.228
H -2.327 0.569 -1.405
H 0.187 -2.873 -0.114
H 1.712 -2.454 0.724
H 0.441 -3.046 1.627
O 1.714 2.087 -0.250
H 2.666 2.287 -0.150
*
```

From a natural (NBO) analysis of the wavefunction, the atomic charges in e read: 0.2637, -0.0896, -0.6417, -0.5034, 0.7954, -0.5873, -0.7241, 0.1994, 0.2185, 0.2145, 0.2189, 0.2348, 0.2419, 0.2358, -0.5250, 0.4482

---

#ii
2 unconnected molecules or ions with the total composition C4H9O3, computed with ωB97M-V/def2-TZVPD.

Output
expectation value of S²: 0.757
orbital gap (alpha / beta): 10.9 / 7.0 eV

Geometry as ORCA input:
```
! wB97M-V def2-TZVPD RIJCOSX def2/J DEFGRID3
* xyz 0 2
C -1.194 -1.007 -1.685
C -1.312 0.335 -0.908
O -0.170 -1.878 -1.237
H -2.163 -1.503 -1.764
H -0.839 -0.667 -2.662
H -2.343 0.645 -1.092
H -0.276 -1.973 -0.283
H -0.578 1.039 -1.279
H -1.276 0.166 0.171
C 1.687 1.243 1.210
C 1.106 0.049 1.914
O 0.072 -0.562 1.613
O 1.770 -0.496 2.839
H 1.150 1.486 0.298
H 2.731 1.002 1.013
H 1.633 2.122 1.851
*
```

From a natural (NBO) analysis of the wavefunction, the atomic charges in e read: -0.0590, -0.6471, -0.7213, 0.1558, 0.1698, 0.2112, 0.4717, 0.1991, 0.2255, -0.7431, 0.7524, -0.4667, -0.2980, 0.2482, 0.2515, 0.2499

---

Which structure is the most stable? The one labeled #ii.

---

#i
A gas-phase ion, C5H9N (charge +1), computed with ωB97M-V/def2-TZVPD.

Output
expectation value of S²: 0.760
orbital gap (alpha / beta): 9.1 / 8.0 eV

Geometry as ORCA input:
```
! wB97M-V def2-TZVPD RIJCOSX def2/J DEFGRID3
* xyz 1 2
N 0.436 -0.827 -2.311
C 0.624 -0.434 -1.035
C 1.933 -0.383 -0.516
C -1.419 1.024 1.833
C -0.537 0.149 1.051
C -0.521 -0.012 -0.284
H -0.384 -1.393 -2.497
H 1.261 -1.234 -2.738
H 2.742 -0.028 -1.140
H 2.138 -0.655 0.512
H -2.038 1.688 1.228
H -2.114 0.420 2.425
H -0.878 1.615 2.563
H 0.059 -0.484 1.699
H -1.301 0.554 -0.791
*
```

From a natural (NBO) analysis of the wavefunction, the atomic charges in e read: -0.6647, 0.3078, -0.2184, -0.6875, 0.0662, -0.3511, 0.4293, 0.4122, 0.2357, 0.2355, 0.2352, 0.2680, 0.2668, 0.2069, 0.2583

---

#ii
A gas-phase ion, C5H9N (charge +1), computed with ωB97M-V/def2-TZVPD.

Output
expectation value of S²: 0.760
orbital gap (alpha / beta): 10.0 / 6.3 eV

Geometry as ORCA input:
```
! wB97M-V def2-TZVPD RIJCOSX def2/J DEFGRID3
* xyz 1 2
C 0.582 0.083 -0.824
C 1.678 0.286 -0.002
N 1.685 1.191 0.975
C -0.806 0.572 -0.835
C -1.712 -0.402 -0.095
C -1.274 -1.526 0.463
H 0.786 -0.640 -1.604
H 2.625 -0.224 -0.127
H 0.980 1.210 1.706
H 2.609 1.394 1.344
H -0.921 1.554 -0.371
H -1.148 0.743 -1.865
H -2.752 -0.110 0.004
H -1.931 -2.077 1.126
H -0.402 -2.055 0.106
*
```

From a natural (NBO) analysis of the wavefunction, the atomic charges in e read: 0.0891, 0.0889, -0.5957, -0.5451, -0.1564, -0.4002, 0.2283, 0.2424, 0.4388, 0.4216, 0.2495, 0.2726, 0.2375, 0.2318, 0.1967

---

#iii
A gas-phase ion, C5H9N (charge +1), computed with ωB97M-V/def2-TZVPD.

Output
expectation value of S²: 0.759
orbital gap (alpha / beta): 11.2 / 7.9 eV

Geometry as ORCA input:
```
! wB97M-V def2-TZVPD RIJCOSX def2/J DEFGRID3
* xyz 1 2
C -0.359 2.409 0.437
N -1.406 -0.503 0.125
C -0.107 -0.171 0.181
C 0.352 1.111 0.411
C 1.074 -1.780 -1.178
C 0.810 -1.367 0.051
H 0.218 3.170 0.958
H -1.270 2.352 1.044
H -0.520 2.745 -0.587
H -2.108 0.017 0.632
H -1.552 -1.508 0.159
H 1.430 1.258 0.418
H 0.595 -1.313 -2.039
H 1.596 -2.663 -1.526
H 1.332 -1.649 0.957
*
```

From a natural (NBO) analysis of the wavefunction, the atomic charges in e read: -0.7035, -0.6032, 0.2596, 0.0491, -0.2860, -0.3015, 0.2673, 0.2411, 0.2830, 0.4255, 0.4288, 0.2331, 0.2060, 0.2407, 0.2600

---

Which structure is the most stable? The one labeled #iii.

---

#i
C2H6N4OS in the gas phase, computed with ωB97M-V/def2-TZVPD.

Output
orbital gap: 8.8 eV
SMILES: N/N=C(\NN)C(=O)S

Geometry as ORCA input:
```
! wB97M-V def2-TZVPD RIJCOSX def2/J DEFGRID3
* xyz 0 1
C -0.261 -0.283 -0.233
C -1.470 -1.284 0.007
H 0.111 1.866 1.038
H 0.659 2.654 -0.640
H -1.596 0.881 -0.954
H 2.034 0.539 -1.090
H 2.710 -0.424 0.166
H -0.227 -2.345 1.846
N -0.223 2.050 0.030
N -0.685 0.946 -0.622
N 0.924 -0.717 0.016
N 1.908 0.043 -0.261
O -2.539 -0.936 -0.278
S -1.345 -2.989 0.974
*
```

From a natural (NBO) analysis of the wavefunction, the atomic charges in e read: 0.1921, 0.4931, 0.3702, 0.3322, 0.3920, 0.3655, 0.3738, 0.1791, -0.6463, -0.4742, -0.2483, -0.6222, -0.5426, -0.1642

---

#ii
C2H6N4OS in the gas phase, computed with ωB97M-V/def2-TZVPD.

Output
orbital gap: 9.9 eV
SMILES: [H]/N=C\NOC(=S)NN

Geometry as ORCA input:
```
! wB97M-V def2-TZVPD RIJCOSX def2/J DEFGRID3
* xyz 0 1
C 0.835 -0.209 0.086
C -2.560 -0.168 -0.433
H 2.600 1.133 -0.968
H 2.606 1.764 0.639
H 0.037 1.709 0.007
H -1.807 0.061 1.428
H -2.172 -0.534 -1.330
H -3.960 0.510 0.623
N 2.050 1.879 -0.252
N 0.910 1.114 0.169
N -1.519 0.186 0.490
N -3.763 0.108 -0.257
O -0.466 -0.742 0.219
S 2.064 -1.216 -0.070
*
```

From a natural (NBO) analysis of the wavefunction, the atomic charges in e read: 0.3200, 0.2716, 0.3629, 0.3585, 0.4200, 0.3689, 0.1775, 0.3307, -0.6214, -0.4723, -0.3715, -0.6280, -0.3818, -0.1351

---

#iii
C2H6N4OS in the gas phase, computed with ωB97M-V/def2-TZVPD.

Output
orbital gap: 9.0 eV
SMILES: N/N=C(/NN)C(=O)S

Geometry as ORCA input:
```
! wB97M-V def2-TZVPD RIJCOSX def2/J DEFGRID3
* xyz 0 1
C 0.120 0.186 -0.075
C -0.133 0.385 1.417
H 1.653 0.014 -2.021
H 0.775 1.290 -2.508
H 1.587 1.583 0.125
H -0.749 -2.424 0.001
H -1.914 -1.929 -0.992
H -1.293 0.334 3.322
N 1.526 1.004 -1.834
N 0.987 1.119 -0.549
N -0.365 -0.696 -0.873
N -1.277 -1.605 -0.245
O 0.610 1.118 2.030
S -1.526 -0.380 2.202
*
```

From a natural (NBO) analysis of the wavefunction, the atomic charges in e read: 0.2819, 0.3601, 0.3506, 0.3514, 0.4078, 0.3532, 0.3637, 0.1177, -0.6288, -0.4279, -0.3622, -0.6838, -0.5505, 0.0667

---

Which structure is the most stable? The one labeled #iii.